(1)
The following is a quantum chemistry calculation of 14 unconnected molecules or ions with the total composition C40H55Cl39FN2O4P3S2, from OMol25.

Total energy in Eh: -21834.92698

The geometry in ORCA input format:
```
! RIJCOSX wB97M-V def2-TZVPD def2/J DEFGRID3
* xyz 0 1
C 5.0922 -4.4301 2.5695
C 3.8915 -4.7675 1.5596
C 4.2041 -4.3423 0.0149
C 3.2245 -3.1201 -0.3195
C 3.7538 -2.1686 -1.5364
C 2.8001 -0.8932 -1.5093
C 1.5033 -0.9657 -2.3980
P 1.0615 -2.4779 -3.4649
N 0.4325 -3.6942 -2.5841
C 0.4707 0.2311 -2.4330
P -1.0973 0.2345 -3.4884
O -0.7584 0.0777 -5.1628
O -2.0072 -1.1370 -3.0192
C 0.8132 1.4624 -1.5186
C 2.1227 1.5196 -0.6463
C 3.1656 0.3345 -0.6320
P 4.7002 0.5714 0.4296
C 5.4289 -1.0373 1.0814
C 5.9827 1.7020 -0.3669
C 2.3087 2.8527 0.2341
O 3.3958 3.4410 0.4182
C 0.9302 3.4373 0.8467
C 0.8900 4.0544 2.3435
C 0.7766 5.6501 2.3774
F 1.9809 3.5476 3.1619
C -0.2531 3.3964 0.0401
C -1.6671 3.9642 0.5044
C -2.4051 2.8019 1.3269
C -2.9553 1.6182 0.3701
S -4.5046 0.9667 1.1599
C -4.6230 -0.8855 0.8977
S -5.0101 -1.7817 2.2711
N -4.4044 -1.4339 -0.4457
C -4.5863 -2.9160 -0.5001
C -3.2959 -3.7415 0.0634
C -5.4764 -0.7947 -1.3094
C -4.8619 0.4270 -2.1960
C -0.1850 2.7282 -1.4272
O -0.8254 3.1882 -2.3967
H 5.0447 -5.2140 3.4168
H 5.0212 -3.4082 3.0721
H 6.0725 -4.6216 2.0190
H 3.5820 -5.8612 1.6645
H 2.9857 -4.1466 1.9142
H 5.3087 -4.1358 -0.1752
H 3.8247 -5.2383 -0.6107
H 2.2497 -3.5863 -0.7298
H 2.9151 -2.4930 0.5810
H 4.8625 -1.9105 -1.4421
H 3.6367 -2.8091 -2.4824
H 2.2508 -2.8461 -4.1749
H 0.0610 -2.1718 -4.4600
H 0.3908 -3.3833 -1.6010
H -0.1771 0.7938 -5.4969
H -2.9434 -0.9779 -3.2978
H 4.6761 -1.7405 1.5720
H 6.1729 -0.7459 1.9133
H 6.0761 -1.5746 0.2856
H 6.0536 2.6501 0.2839
H 7.0134 1.2236 -0.4323
H 5.6081 2.0308 -1.4106
H -0.0669 3.6434 2.8443
H 1.5690 6.0469 3.1162
H 0.9517 6.1408 1.3587
H -0.2352 5.9844 2.8131
H -1.5367 4.8667 1.2029
H -2.2474 4.3284 -0.4134
H -1.6061 2.3224 2.0019
H -3.2845 3.2318 1.9087
H -2.1884 0.7707 0.2412
H -3.1503 2.0545 -0.6706
H -4.6340 -3.1897 -1.6234
H -5.5662 -3.2907 -0.0489
H -2.6631 -4.1644 -0.7917
H -3.7043 -4.5924 0.7128
H -2.7265 -3.0204 0.7429
H -5.9497 -1.5204 -2.0537
H -6.2795 -0.3617 -0.6216
H -3.7279 0.4286 -1.9761
H -4.9984 0.2805 -3.3167
H -5.3727 1.3842 -1.8143
C 4.6429 0.5294 4.9697
Cl 3.7582 -0.8906 5.5478
Cl 6.2654 0.0679 4.4176
Cl 3.7234 1.3627 3.7008
H 4.7613 1.2211 5.8014
C -5.8427 2.1589 -6.0779
Cl -6.9914 1.3599 -7.1620
Cl -6.5735 2.4291 -4.4893
Cl -4.3613 1.2020 -5.9282
H -5.5839 3.1258 -6.5050
C 9.2010 -2.5314 4.8293
Cl 8.4755 -1.6605 3.4655
Cl 8.0012 -2.8133 6.0988
Cl 9.9140 -4.0625 4.2971
H 9.9961 -1.9122 5.2399
C 1.4540 -6.5040 -4.8578
Cl 0.7192 -7.4620 -3.5645
Cl 1.5513 -7.4463 -6.3525
Cl 0.5393 -5.0131 -5.1216
H 2.4646 -6.2375 -4.5543
C -2.7183 -6.2288 -3.8487
Cl -3.4526 -7.1838 -2.5522
Cl -2.6270 -7.1738 -5.3434
Cl -3.6297 -4.7345 -4.1124
H -1.7057 -5.9636 -3.5477
C -3.7766 0.8151 4.9020
Cl -4.5106 1.3963 6.4051
Cl -2.8203 2.0948 4.1403
Cl -2.7737 -0.6088 5.2099
H -4.5750 0.5307 4.2174
C 10.5118 0.6155 -1.0418
Cl 9.7385 -0.3010 0.2622
Cl 10.7354 -0.4045 -2.4698
Cl 9.5626 2.0521 -1.4476
H 11.4913 0.9402 -0.6964
C -9.4974 4.6951 -2.2374
Cl -10.2688 5.2472 -0.7442
Cl -8.5425 5.9963 -2.9623
Cl -8.4832 3.2789 -1.9266
H -10.2773 4.4100 -2.9406
C -3.0145 7.6203 0.7207
Cl -3.9049 6.1897 1.2684
Cl -1.4274 7.1610 0.0829
Cl -3.9433 8.4999 -0.5002
H -2.8637 8.2787 1.5771
C -4.9750 1.9251 10.0295
Cl -3.9650 2.7516 11.2244
Cl -5.8141 0.5532 10.7669
Cl -6.1360 3.0511 9.3108
H -4.3298 1.5470 9.2387
C -2.0856 11.4035 1.7834
Cl -3.0635 12.1533 0.5149
Cl -3.0509 10.2433 2.7099
Cl -0.6640 10.6134 1.0880
H -1.7466 12.1844 2.4612
C 7.7769 -7.9135 4.1766
Cl 7.8437 -6.2476 4.7684
Cl 6.1074 -8.3855 3.8251
Cl 8.7916 -8.1026 2.7390
H 8.1609 -8.5694 4.9554
C -7.8464 -1.9258 -8.8026
Cl -9.3923 -1.6946 -9.6321
Cl -8.0951 -2.6908 -7.2261
Cl -6.7463 -2.8920 -9.7955
H -7.3937 -0.9476 -8.6423
*
```



(2)
The following is a quantum chemistry calculation of a molecular structure, C40H58BN10O4P2Se2Y, from OMol25.

Energy relative to the best compared isomer or geometry (same formula, charge and spin) in kcal per mole: 0.00
Total energy in Eh: -7956.38659

The geometry in ORCA input format:
```
! RIJCOSX wB97M-V def2-TZVPD def2/J DEFGRID3
* xyz 0 1
Y -1.0068 -0.4706 0.4048
C 0.8294 -5.9129 1.0028
C -0.0105 -4.6349 1.0130
C -0.1651 -4.1698 2.4701
C -1.4018 -4.9415 0.4476
P 0.6996 -3.1795 0.0755
C 2.2082 -2.7490 1.0493
N 2.0075 -1.5697 1.8513
B 1.1374 -0.4181 1.5914
N 1.5306 0.4842 2.6701
C 1.1189 1.8415 2.9316
P -0.4088 2.3331 2.0083
C 0.1767 3.9578 1.2540
C 0.9099 4.9381 2.1887
C -1.0081 4.7130 0.6411
C 1.1644 3.5420 0.1546
C -1.6368 2.6577 3.3865
C -1.3525 3.8979 4.2340
C -1.6059 1.4277 4.3060
C -3.0410 2.7532 2.7728
C 2.5399 -0.0641 3.4476
C 3.2222 0.4442 4.5417
C 4.2130 -0.3443 5.1235
C 4.5148 -1.6014 4.6157
C 3.8359 -2.1123 3.5112
C 2.8414 -1.3366 2.9357
C 1.5326 -3.7463 -1.5171
C 2.0211 -2.4645 -2.2043
C 2.7489 -4.6718 -1.3514
C 0.5284 -4.4475 -2.4345
H 0.4013 -6.6151 1.7245
H 1.8677 -5.7376 1.2939
H 0.8204 -6.4038 0.0288
H -0.7697 -4.9085 3.0037
H -0.6646 -3.2044 2.5557
H 0.7990 -4.1021 2.9792
H -1.8448 -5.7602 1.0224
H -1.3619 -5.2555 -0.5978
H -2.0666 -4.0811 0.5216
H 3.0469 -2.6054 0.3635
H 2.4810 -3.6001 1.6779
H 1.9313 2.5216 2.6631
H 0.9446 1.9946 4.0004
H 0.2193 5.5068 2.8068
H 1.4599 5.6556 1.5715
H 1.6359 4.4644 2.8484
H -1.6499 5.1344 1.4141
H -1.6286 4.0774 0.0017
H -0.6333 5.5454 0.0364
H 2.0864 3.1445 0.5873
H 1.4327 4.4227 -0.4386
H 0.7466 2.7864 -0.5096
H -0.3279 3.9182 4.6129
H -2.0218 3.8918 5.0995
H -1.5362 4.8238 3.6893
H -0.7330 1.4288 4.9624
H -1.6226 0.4871 3.7589
H -2.4956 1.4526 4.9421
H -3.1221 3.5334 2.0152
H -3.7543 2.9919 3.5679
H -3.3411 1.7969 2.3428
H 2.9983 1.4270 4.9376
H 4.7568 0.0319 5.9811
H 5.2928 -2.1939 5.0807
H 4.0892 -3.0887 3.1174
H 2.8474 -1.9981 -1.6645
H 1.2218 -1.7332 -2.2956
H 2.3842 -2.7142 -3.2070
H 3.4616 -4.3212 -0.6029
H 3.2812 -4.7149 -2.3073
H 2.4626 -5.6886 -1.0968
H -0.3532 -3.8368 -2.6305
H 0.1977 -5.3993 -2.0173
H 1.0116 -4.6615 -3.3939
Se -4.4337 0.5218 -0.6976
N -4.9040 1.9384 -1.6150
C -3.8020 2.6101 -1.9309
C -3.7418 3.8106 -2.6926
C -2.5101 4.2915 -3.0012
C -1.3448 3.5917 -2.5506
N -1.3523 2.5091 -1.8299
C -2.5798 2.0178 -1.4953
N -2.6960 0.9082 -0.7783
H -4.6579 4.2924 -3.0106
H -2.3827 5.1924 -3.5855
H -0.3676 3.9870 -2.8193
O -4.1118 -0.2279 2.0264
Se -3.3088 -1.6378 1.9718
O -3.9589 -2.8962 2.7093
O -1.6966 -1.2932 2.3926
O -2.9712 -1.8633 0.3249
C 0.3290 0.3950 -3.4593
C -0.7951 -0.5609 -3.2523
N -1.1429 -1.1201 -2.1104
C -2.1338 -2.0394 -2.4078
C -2.3792 -2.0269 -3.7397
N -1.5241 -1.0802 -4.2710
C -1.3797 -0.7594 -5.6786
N -2.6661 -0.7397 -6.3026
N -3.0059 -1.6865 -7.2167
N -4.2173 -1.5106 -7.5681
C -4.7305 -0.4313 -6.8706
C -6.0051 0.1443 -6.8853
C -6.2189 1.2079 -6.0404
C -5.1985 1.6947 -5.1939
C -3.9394 1.1444 -5.1748
C -3.7316 0.0687 -6.0448
H 0.7328 0.6934 -2.4953
H 0.0127 1.3009 -3.9768
H 1.1298 -0.0738 -4.0371
H -2.6096 -2.6174 -1.6327
H -3.0679 -2.5802 -4.3563
H -0.7782 -1.4945 -6.2086
H -0.9081 0.2182 -5.7550
H -6.7805 -0.2471 -7.5294
H -7.1909 1.6818 -6.0064
H -5.4273 2.5158 -4.5252
H -3.1657 1.5125 -4.5106
*
```



(3)
The following is a quantum chemistry calculation of a molecular structure, C40H58MnN11O3PS3, from OMol25.

<S²>: 6.0382
Total energy in Eh: -5073.39930

The geometry in ORCA input format:
```
! RIJCOSX wB97M-V def2-TZVPD def2/J DEFGRID3
* xyz 3 5
Mn 0.3570 -0.4476 1.1670
N -2.0130 0.6769 3.3612
C -0.8551 0.2501 3.8867
N 0.1574 -0.2424 3.1811
C 1.2611 -0.4812 4.0086
C 1.0600 -0.2345 5.3148
S -0.5387 0.3506 5.5756
C 2.4793 -0.9433 3.3549
C 3.5713 -1.4917 3.9290
S 4.7096 -1.9247 2.7141
C 3.6142 -1.3672 1.5007
N 2.4844 -0.8781 1.9672
N 3.9123 -1.4703 0.1880
H -2.2210 0.3003 2.4338
H -2.7893 0.8351 3.9850
H 1.7612 -0.3207 6.1279
H 3.7674 -1.6753 4.9725
H 4.8297 -1.8022 -0.0631
H 3.5067 -0.7739 -0.4321
O -1.5387 2.1723 -0.0450
C -0.6487 2.3568 0.7796
O 0.1696 1.5151 1.2789
C -0.4611 3.7693 1.3438
N -1.5808 4.6279 0.7965
C -0.9723 5.8481 0.1318
C 0.4056 5.9418 0.7644
C 0.8216 4.4782 0.8990
H -0.5487 3.7376 2.4285
H -2.2297 4.9001 1.5317
H -2.0847 4.0163 0.1343
H -1.6203 6.7042 0.2968
H -0.9229 5.6363 -0.9347
H 0.3463 6.4224 1.7425
H 1.0871 6.5254 0.1494
H 1.6247 4.3195 1.6143
H 1.1433 4.0843 -0.0668
C 0.8166 -5.4793 3.4377
C 0.4887 -4.5598 2.3138
C -0.0530 -4.7867 1.0674
C -0.1355 -3.5380 0.4433
N 0.3338 -2.5815 1.2582
N 0.6968 -3.2369 2.3929
C -0.6545 -3.2971 -0.9285
H 1.2088 -6.4186 3.0537
H -0.0752 -5.7047 4.0228
H 1.5617 -5.0445 4.1036
H -0.3414 -5.7365 0.6502
H 1.1426 -2.7491 3.1517
H -0.1173 -3.9329 -1.6295
H -0.5487 -2.2607 -1.2348
H -1.7026 -3.5881 -0.9946
O 0.8862 -0.3390 -0.6358
P 1.5500 0.3146 -1.8532
N 2.9940 0.9344 -1.3751
C 4.1882 1.0650 -2.2290
C 5.3157 1.2934 -1.2174
C 4.6344 1.9281 0.0152
C 3.1330 1.9386 -0.3080
N 1.7687 -0.8142 -2.9908
C 1.9799 -0.5181 -4.4203
C 3.2399 -1.3046 -4.7974
C 3.3468 -2.4304 -3.7443
C 2.1574 -2.2199 -2.7980
N 0.6403 1.5104 -2.4663
C 1.1311 2.8239 -2.9205
C 0.3613 3.0586 -4.2128
C -1.0113 2.4727 -3.8892
C -0.7047 1.2405 -3.0299
H 4.0955 1.9294 -2.8958
H 4.3230 0.1753 -2.8408
H 6.0990 1.9202 -1.6369
H 5.7798 0.3447 -0.9498
H 4.9934 2.9368 0.2087
H 4.8320 1.3405 0.9118
H 2.8376 2.9222 -0.6903
H 2.4959 1.6947 0.5412
H 2.0602 0.5528 -4.6021
H 1.1154 -0.8896 -4.9786
H 4.1189 -0.6622 -4.7631
H 3.1746 -1.6836 -5.8146
H 4.2946 -2.3732 -3.2073
H 3.3001 -3.4184 -4.1976
H 2.3750 -2.4302 -1.7518
H 1.3217 -2.8462 -3.1088
H 2.2124 2.8247 -3.0517
H 0.8796 3.5967 -2.1844
H 0.8306 2.5125 -5.0329
H 0.3250 4.1102 -4.4908
H -1.5857 2.2173 -4.7770
H -1.5992 3.1906 -3.3138
H -0.6797 0.3240 -3.6251
H -1.4274 1.1241 -2.2244
N -1.8411 -0.5941 0.8568
S -2.9075 -1.7867 1.0429
C -4.1206 -1.2618 2.2340
C -4.9445 -0.1647 1.9960
C -5.8098 0.2496 2.9929
C -5.8517 -0.4326 4.2084
C -5.0320 -1.5279 4.4314
C -4.1533 -1.9480 3.4382
C -3.9262 -1.8580 -0.4221
C -3.5217 -1.2284 -1.5873
C -4.3104 -1.3479 -2.7242
C -5.4753 -2.0990 -2.6887
C -5.8618 -2.7347 -1.5148
C -5.0887 -2.6185 -0.3715
H -2.2081 0.1795 0.3008
H -4.9246 0.3392 1.0361
H -6.4714 1.0884 2.8228
H -6.5436 -0.1144 4.9768
H -5.0821 -2.0628 5.3701
H -3.5086 -2.8043 3.5974
H -2.5993 -0.6665 -1.6139
H -4.0119 -0.8557 -3.6405
H -6.0858 -2.1932 -3.5763
H -6.7704 -3.3205 -1.4882
H -5.3980 -3.1051 0.5455
*
```



(4)
The following is a quantum chemistry calculation of a molecular structure, C40H58N2O2RhS4SeSi4Te, from OMol25.

Total energy in Eh: -7349.85847

The geometry in ORCA input format:
```
! RIJCOSX wB97M-V def2-TZVPD def2/J DEFGRID3
* xyz -1 1
Rh 0.8061 -1.1104 -0.2932
S 1.5999 -3.4287 -0.9586
C 0.2164 -4.3986 -0.9712
N -0.8791 -3.9956 -1.6771
C -2.0217 -4.7061 -1.7645
C -2.1255 -5.9194 -1.1625
C -1.0154 -6.4042 -0.4388
C 0.1231 -5.6548 -0.3416
H -0.8152 -3.0750 -2.1081
H -2.8200 -4.2509 -2.3328
H -3.0357 -6.4947 -1.2368
H -1.0804 -7.3644 0.0556
H 0.9767 -5.9886 0.2288
C -2.5938 6.0520 -0.6607
Si -1.2554 4.7201 -0.4116
C -0.3894 5.1389 1.2245
C -0.0344 4.9916 -1.8314
Si -2.0433 2.4858 -0.3502
Te -0.0613 1.1989 0.5645
Si -3.6489 2.2903 1.3811
C -2.8526 2.4688 3.0915
C -4.5382 0.6156 1.3189
C -5.0112 3.6155 1.2778
Si -3.1009 2.0481 -2.4189
C -1.9354 1.9741 -3.8999
C -4.1385 0.4631 -2.4882
C -4.2565 3.5295 -2.7436
H -2.2118 7.0345 -0.3737
H -3.4868 5.8554 -0.0644
H -2.9034 6.1087 -1.7057
H 0.2181 6.0428 1.1458
H 0.2660 4.3154 1.5172
H -1.1152 5.2853 2.0285
H 0.4424 5.9730 -1.7689
H -0.5342 4.9252 -2.8013
H 0.7557 4.2413 -1.8139
H -2.0113 1.7792 3.1893
H -3.5590 2.2603 3.8978
H -2.4644 3.4799 3.2358
H -3.8167 -0.1938 1.1952
H -5.2309 0.5725 0.4760
H -5.1075 0.4204 2.2306
H -4.5932 4.6198 1.3717
H -5.7490 3.4871 2.0732
H -5.5396 3.5633 0.3232
H -1.3606 1.0480 -3.8745
H -1.2298 2.8085 -3.8980
H -2.4851 1.9947 -4.8437
H -3.5119 -0.4035 -2.2630
H -4.5513 0.3200 -3.4893
H -4.9672 0.4727 -1.7780
H -3.6893 4.3729 -3.1432
H -4.7477 3.8715 -1.8300
H -5.0331 3.2778 -3.4693
O 2.7787 -0.6285 -0.8219
C 3.5626 0.3481 -1.4204
C 4.9538 -0.2844 -1.5461
C 6.1354 0.1963 -2.0216
C 7.1849 -0.7571 -1.9150
C 6.7676 -1.9266 -1.3601
S 5.0978 -1.8930 -0.9613
C 3.0622 0.7436 -2.8039
C 2.0968 1.6466 -3.1310
C 1.8703 1.7282 -4.5327
C 2.6499 0.8693 -5.2358
S 3.6740 -0.0473 -4.2117
C 3.7712 1.5724 -0.5347
C 3.7096 1.6093 0.8208
C 4.0812 2.8688 1.3646
C 4.4380 3.7627 0.4080
S 4.3182 3.0843 -1.1684
H 6.2523 1.1884 -2.4330
H 8.1988 -0.5704 -2.2413
H 7.3529 -2.8094 -1.1551
H 1.5649 2.2413 -2.3989
H 1.1538 2.3916 -4.9919
H 2.6772 0.7131 -6.3023
H 3.4255 0.7489 1.4072
H 4.0841 3.0872 2.4234
H 4.7509 4.7890 0.5188
C 3.3199 -1.3220 2.3329
C 3.1427 -2.6291 3.0931
C 3.3502 -2.3489 4.5913
C 1.8187 -3.3745 2.9236
C 1.8152 -4.6544 3.4642
C 0.6695 -5.4240 3.5605
C -0.5219 -4.8701 3.1308
C -0.5798 -3.6139 2.5444
C -1.9856 -3.1124 2.2304
C -2.1418 -2.1443 1.0578
C -2.5778 -2.4802 3.4981
C 0.6133 -2.8470 2.3615
O 0.5451 -1.6684 1.7749
H 4.3291 -0.9354 2.5010
H 2.5977 -0.5815 2.6768
H 3.1938 -1.4740 1.2669
H 3.9365 -3.3120 2.7671
H 2.5587 -1.6894 4.9542
H 4.3113 -1.8546 4.7549
H 3.3288 -3.2660 5.1813
H 2.7523 -5.0578 3.8362
H 0.7008 -6.4204 3.9858
H -1.4430 -5.4383 3.2324
H -2.5791 -4.0048 1.9949
H -1.8404 -1.1370 1.3384
H -3.1874 -2.1191 0.7364
H -1.5336 -2.4523 0.2071
H -1.9944 -1.6021 3.7817
H -2.5580 -3.1889 4.3275
H -3.6117 -2.1680 3.3257
Se -0.8027 -1.5092 -4.7927
C -0.5530 -1.2249 -3.0924
N -0.5383 -1.0814 -1.9229
*
```